Version A
DFT (ωB97M-V with the def2-TZVPD basis set) results for a gas-phase ion, C3H6IN2S (charge +1).

Last columns: bonded neighbours and bond lengths (Å).
CARTESIAN COORDINATES (ANGSTROEM)
1 S 0.050 -1.826 -0.798  C2 1.830, H8 1.324
2 C 0.944 -0.459 0.027  S1 1.830, N3 1.496, C4 1.492, H9 1.141
3 N 0.193 0.130 1.179  C2 1.496, C4 1.442, H10 1.081, H11 1.068
4 C 0.470 0.955 0.030  C2 1.492, N3 1.442, C5 1.453, H12 1.114
5 C -0.455 0.948 -1.091  C4 1.453, N6 1.299, H13 1.069
6 N -1.734 0.736 -1.156  C5 1.299, I7 1.876
7 I -2.960 0.042 0.084  N6 1.876
8 H 0.516 -2.613 0.159  S1 1.324
9 H 1.933 -1.019 0.137  C2 1.141
10 H 0.830 0.147 2.052  N3 1.081
11 H -0.862 -0.038 1.195  N3 1.068
12 H 1.042 1.894 0.212  C4 1.114
13 H 0.032 1.104 -2.030  C5 1.069

Values from the calculation:
SMILES string   S[C@@H]1[NH2+][C@@H]1/C=N\I
LUMO level   -3.8 eV
Kohn-Sham gap   9.18 eV
Net charge   +1

Results of the Löwdin charge analysis, in e, for atoms 1 through 2: S 0.804; C -0.487

Version B
DFT (ωB97M-V with the def2-TZVPD basis set) results for a gas-phase ion, C3H6IN2S (charge +1).

Last columns: bonded neighbours and bond lengths (Å).
CARTESIAN COORDINATES (ANGSTROEM)
1 S 0.224 2.141 -0.471  C2 1.759, H8 1.421
2 C -0.025 0.460 -0.928  S1 1.759, N3 1.507, N6 1.424, H9 1.081
3 N -0.526 -0.095 0.380  C2 1.507, C4 1.477, H10 1.021, H11 1.045
4 C 0.626 -0.910 0.817  N3 1.477, C5 1.327, H12 1.057
5 C 1.574 -0.945 -0.112  C4 1.327, N6 1.421, H13 1.121
6 N 1.134 -0.283 -1.291  C2 1.424, C5 1.421, I7 2.012
7 I 1.798 0.018 -3.166  N6 2.012
8 H 0.914 2.461 -1.672  S1 1.421
9 H -0.830 0.310 -1.634  C2 1.081
10 H -1.373 -0.651 0.255  N3 1.021
11 H -0.766 0.706 1.005  N3 1.045
12 H 0.721 -1.231 1.819  C4 1.057
13 H 2.585 -1.430 -0.109  C5 1.121

Values from the calculation:
SMILES string   S[C@@H]1[NH2+]C=CN1I
LUMO level   -4.4 eV
Kohn-Sham gap   8.38 eV
Net charge   +1

Results of the Löwdin charge analysis, in e, for atoms 1 through 2: S 0.844; C -0.798

Stability ranking, top and bottom: version B is the most stable and version A is the least stable.

Version A
DFT (ωB97M-V with the def2-TZVPD basis set) results for 3 unconnected molecules or ions with the total composition C3H11NOS.

Last columns: bonded neighbours and bond lengths (Å).
CARTESIAN COORDINATES (ANGSTROEM)
1 C 1.451 0.393 0.582  O2 1.457, C3 1.526, H5 1.094, H6 1.084
2 O 2.790 0.428 1.156  C1 1.457, H7 0.963
3 C 1.643 -0.104 -0.847  C1 1.526, N4 1.470, H8 1.090, H9 1.101
4 N 0.604 0.479 -1.709  C3 1.470, H10 1.010, H12 1.017
5 H 1.106 1.431 0.565  C1 1.094
6 H 0.809 -0.240 1.184  C1 1.084
7 H 2.714 0.479 2.115  O2 0.963
8 H 2.638 0.222 -1.148  C3 1.090
9 H 1.608 -1.205 -0.845  C3 1.101
10 H 0.830 0.236 -2.663  N4 1.010
11 H -0.793 0.591 0.299  no bonds
12 H -0.315 0.160 -1.414  N4 1.017
13 C -3.161 -0.524 0.553  S14 1.836, H15 1.084, H16 1.083, H17 1.087
14 S -1.441 -1.142 0.381  C13 1.836
15 H -3.220 0.166 1.386  C13 1.084
16 H -3.500 0.046 -0.303  C13 1.083
17 H -3.762 -1.417 0.707  C13 1.087

Values from the calculation:
LUMO level   -0.4 eV
Kohn-Sham gap   8.72 eV

Results of the Löwdin charge analysis, in e, for atoms 1 through 2: C -0.321; O -0.093

Version B
DFT (ωB97M-V with the def2-TZVPD basis set) results for 2 unconnected molecules or ions with the total composition C3H11NOS.

Last columns: bonded neighbours and bond lengths (Å).
CARTESIAN COORDINATES (ANGSTROEM)
1 C -0.982 1.258 2.335  N2 1.435, H6 1.096, H7 1.100, H8 1.089
2 N -0.091 0.360 1.659  C1 1.435, C3 1.448, H9 1.010
3 C -0.034 0.532 0.222  N2 1.448, C4 1.544, H10 1.101, H11 1.099
4 C 0.623 -0.580 -0.626  C3 1.544, S5 1.825, H12 1.088, H13 1.084
5 S 1.736 0.156 -1.870  C4 1.825, H14 1.354
6 H -2.031 0.975 2.192  C1 1.096
7 H -0.847 2.302 2.016  C1 1.100
8 H -0.845 1.240 3.416  C1 1.089
9 H 0.800 0.203 2.110  N2 1.010
10 H -1.104 0.644 -0.010  C3 1.101
11 H 0.422 1.476 -0.108  C3 1.099
12 H 1.244 -1.227 -0.011  C4 1.088
13 H -0.171 -1.129 -1.118  C4 1.084
14 H 1.095 -0.285 -2.979  S5 1.354
15 O -2.304 -1.752 0.091  H16 0.951, H17 0.990
16 H -3.221 -1.904 0.291  O15 0.951
17 H -2.235 -0.778 0.253  O15 0.990

Values from the calculation:
SMILES string   CNCCS.O
LUMO level   0.8 eV
Kohn-Sham gap   9.45 eV

Results of the Löwdin charge analysis, in e, for atoms 1 through 2: C -0.150; N -0.147

Version C
DFT (ωB97M-V with the def2-TZVPD basis set) results for 2 unconnected molecules or ions with the total composition C3H11NOS.

Last columns: bonded neighbours and bond lengths (Å).
CARTESIAN COORDINATES (ANGSTROEM)
1 C -0.181 0.167 -1.601  S2 1.795, H4 1.081, H5 1.079, H6 1.096
2 S -1.345 0.328 -2.958  C1 1.795, C3 1.805
3 C -1.857 -1.359 -3.347  S2 1.805, H7 1.157, H8 1.082, H9 1.142
4 H -0.469 -0.507 -0.807  C1 1.081
5 H -0.173 1.212 -1.328  C1 1.079
6 H 0.821 -0.107 -1.950  C1 1.096
7 H -1.048 -2.002 -2.827  C3 1.157
8 H -2.796 -1.543 -2.843  C3 1.082
9 H -1.954 -1.554 -4.468  C3 1.142
10 N 1.102 1.025 1.621  C11 1.417, H13 1.005, H14 1.009
11 C 0.903 0.967 3.023  N10 1.417, O12 1.487, H15 1.089, H16 1.072
12 O 1.266 -0.299 3.712  C11 1.487, H17 0.954
13 H 0.465 0.506 1.041  N10 1.005
14 H 2.081 0.881 1.425  N10 1.009
15 H 1.570 1.749 3.383  C11 1.089
16 H -0.079 1.142 3.416  C11 1.072
17 H 1.695 -0.603 4.509  O12 0.954

Values from the calculation:
SMILES string   CSC.NCO
LUMO level   0.9 eV
Kohn-Sham gap   9.38 eV

Results of the Löwdin charge analysis, in e, for atoms 1 through 2: C -0.470; S 0.722

Stability ranking, top and bottom: version B is the most stable and version A is the least stable.

Version A
DFT (ωB97M-V with the def2-TZVPD basis set) results for 2 unconnected molecules or ions with the total composition C3H11NOS.

Last columns: bonded neighbours and bond lengths (Å).
CARTESIAN COORDINATES (ANGSTROEM)
1 C -1.956 -0.659 -1.606  C2 1.516, H4 1.089, H5 1.096, H6 1.092
2 C -0.951 0.396 -1.191  C1 1.516, S3 1.841, H7 1.090, H8 1.090
3 S 0.602 0.252 -2.169  C2 1.841, H9 1.346
4 H -1.633 -1.685 -1.434  C1 1.089
5 H -2.147 -0.630 -2.685  C1 1.096
6 H -2.961 -0.513 -1.203  C1 1.092
7 H -1.374 1.396 -1.285  C2 1.090
8 H -0.701 0.335 -0.131  C2 1.090
9 H 0.343 -0.059 -3.453  S3 1.346
10 N 2.084 0.440 1.113  C11 1.426, H13 1.012, H14 1.010
11 C 1.375 -0.354 2.061  N10 1.426, O12 1.465, H15 1.086, H16 1.090
12 O 0.127 0.256 2.528  C11 1.465, H17 0.961
13 H 1.600 0.428 0.224  N10 1.012
14 H 2.175 1.407 1.390  N10 1.010
15 H 1.058 -1.276 1.582  C11 1.086
16 H 1.964 -0.507 2.965  C11 1.090
17 H 0.395 0.773 3.294  O12 0.961

Values from the calculation:
SMILES string   CCS.NCO
LUMO level   0.9 eV
Kohn-Sham gap   10.05 eV

Results of the Löwdin charge analysis, in e, for atoms 1 through 2: C -0.192; C -0.583

Version B
DFT (ωB97M-V with the def2-TZVPD basis set) results for 2 unconnected molecules or ions with the total composition C3H11NOS.

Last columns: bonded neighbours and bond lengths (Å).
CARTESIAN COORDINATES (ANGSTROEM)
1 C 1.552 0.972 -0.487  S2 1.799, H4 1.149, H5 1.105, H6 1.104
2 S 2.119 -0.199 0.755  C1 1.799, C3 1.832
3 C 1.339 -1.652 -0.043  S2 1.832, H7 1.156, H8 1.128, H9 1.133
4 H 0.947 0.583 -1.383  C1 1.149
5 H 0.907 1.647 0.104  C1 1.105
6 H 2.476 1.466 -0.833  C1 1.104
7 H 0.499 -1.314 -0.762  C3 1.156
8 H 0.893 -2.319 0.749  C3 1.128
9 H 2.066 -2.197 -0.721  C3 1.133
10 N -2.255 0.419 -1.468  C11 1.454, H13 1.004, H14 1.036
11 C -1.764 0.571 -0.108  N10 1.454, O12 1.438, H15 1.035, H16 1.061
12 O -2.722 0.232 0.908  C11 1.438, H17 0.993
13 H -3.131 0.908 -1.497  N10 1.004
14 H -2.558 -0.558 -1.634  N10 1.036
15 H -1.388 1.524 0.037  C11 1.035
16 H -0.858 0.030 0.001  C11 1.061
17 H -2.954 -0.710 0.696  O12 0.993

Values from the calculation:
SMILES string   CSC.NCO
LUMO level   0.7 eV
Kohn-Sham gap   9.21 eV

Results of the Löwdin charge analysis, in e, for atoms 1 through 2: C -0.466; S 0.718

Stability ranking, top and bottom: version A is the most stable and version B is the least stable.

Version A
DFT (ωB97M-V with the def2-TZVPD basis set) results for a single C3H6N2O3 molecule.

Last columns: bonded neighbours and bond lengths (Å).
CARTESIAN COORDINATES (ANGSTROEM)
1 C -1.805 -1.236 1.298  O2 1.386, H9 1.207, H10 1.025, H11 1.050
2 O -0.588 -0.702 0.905  C1 1.386, N3 1.352
3 N -0.786 -0.051 -0.263  O2 1.352, C4 1.362
4 C 0.270 0.753 -0.568  N3 1.362, C5 1.711, H12 1.085
5 C 1.001 1.870 -1.638  C4 1.711, N6 1.267, H13 1.133
6 N 2.252 1.972 -1.817  C5 1.267, O7 1.278, O8 1.428
7 O 2.837 2.943 -2.407  N6 1.278
8 O 3.218 1.024 -1.364  N6 1.428, H14 1.037
9 H -2.230 -2.091 0.561  C1 1.207
10 H -2.502 -0.484 1.284  C1 1.025
11 H -1.688 -1.604 2.274  C1 1.050
12 H 1.074 0.721 0.161  C4 1.085
13 H 0.430 2.625 -2.261  C5 1.133
14 H 3.955 1.191 -2.074  O8 1.037

Values from the calculation:
SMILES string   CO/N=C/C=[N+](/[O-])O
LUMO level   -0.1 eV
Kohn-Sham gap   9.14 eV

Results of the Löwdin charge analysis, in e, for atoms 1 through 2: C -0.116; O -0.190

Version B
DFT (ωB97M-V with the def2-TZVPD basis set) results for a single C3H6N2O3 molecule.

Last columns: bonded neighbours and bond lengths (Å).
CARTESIAN COORDINATES (ANGSTROEM)
1 O 3.166 0.193 -0.032  N2 1.351, H9 1.042
2 N 2.389 -0.911 0.032  O1 1.351, C3 1.300
3 C 1.177 -0.480 -0.154  N2 1.300, N4 1.508, O8 1.396
4 N 0.086 -1.435 0.260  C3 1.508, O5 1.403, H10 1.013
5 O -1.112 -1.144 -0.409  N4 1.403, C6 1.451
6 C -1.786 -0.018 0.209  O5 1.451, C7 1.494, H11 1.177, H12 1.102
7 C -0.773 1.040 -0.084  C6 1.494, O8 1.522, H13 1.053, H14 1.194
8 O 0.735 0.840 -0.046  C3 1.396, C7 1.522
9 H 2.618 1.079 -0.034  O1 1.042
10 H 0.235 -2.365 -0.115  N4 1.013
11 H -2.029 0.001 1.360  C6 1.177
12 H -2.714 0.252 -0.320  C6 1.102
13 H -0.867 1.872 0.556  C7 1.053
14 H -1.125 1.077 -1.224  C7 1.194

Values from the calculation:
SMILES string   O/N=C1/NOCCO1
LUMO level   0.6 eV
Kohn-Sham gap   9.34 eV

Results of the Löwdin charge analysis, in e, for atoms 1 through 2: O -0.093; N 0.040

Version C
DFT (ωB97M-V with the def2-TZVPD basis set) results for a single C3H6N2O3 molecule.

Last columns: bonded neighbours and bond lengths (Å).
CARTESIAN COORDINATES (ANGSTROEM)
1 N -0.063 -1.988 -0.409  C2 1.421, H9 1.010, H10 1.012
2 C -0.449 -0.689 0.018  N1 1.421, C3 1.393, H11 1.082
3 C -0.130 0.403 -0.785  C2 1.393, N4 1.342, O5 1.338
4 N 0.362 0.415 -2.034  C3 1.342, H12 1.009, H13 1.008
5 O -0.173 1.560 -0.115  C3 1.338, C6 1.512
6 C 0.135 1.034 1.268  O5 1.512, O7 1.205, O8 1.363
7 O 1.273 0.935 1.650  C6 1.205
8 O -0.920 1.409 2.045  C6 1.363, H14 0.969
9 H -0.482 -2.740 0.119  N1 1.010
10 H 0.943 -2.103 -0.403  N1 1.012
11 H -1.386 -0.644 0.556  C2 1.082
12 H 0.642 -0.457 -2.458  N4 1.009
13 H 0.809 1.253 -2.371  N4 1.008
14 H -0.561 1.612 2.922  O8 0.969

Values from the calculation:
SMILES string   N/C=C(\N)OC(=O)O
LUMO level   0.8 eV
Kohn-Sham gap   8.05 eV

Results of the Löwdin charge analysis, in e, for atoms 1 through 2: N 0.029; C -0.176

Version D
DFT (ωB97M-V with the def2-TZVPD basis set) results for 2 unconnected molecules or ions with the total composition C3H6N2O3.

Last columns: bonded neighbours and bond lengths (Å).
CARTESIAN COORDINATES (ANGSTROEM)
1 C 1.454 -1.051 0.072  N2 1.461, H6 1.090, H7 1.090, H8 1.086
2 N 0.223 -0.430 -0.409  C1 1.461, C3 1.457, H9 1.015
3 C 0.049 1.013 -0.523  N2 1.457, O4 1.207, O5 1.362
4 O -0.623 1.537 -1.378  C3 1.207
5 O 0.947 1.675 0.259  C3 1.362, H10 0.967
6 H 1.237 -2.019 0.523  C1 1.090
7 H 2.136 -1.212 -0.763  C1 1.090
8 H 1.930 -0.403 0.802  C1 1.086
9 H -0.192 -0.937 -1.185  N2 1.015
10 H 0.841 2.618 0.077  O5 0.967
11 N -2.078 0.512 0.503  C12 1.246, H14 1.001
12 C -1.622 -0.647 0.491  N11 1.246, O13 1.184
13 O -1.806 -1.812 0.386  C12 1.184
14 H -2.497 1.155 1.146  N11 1.001

Values from the calculation:
SMILES string   CNC(=O)O.N=C=O
LUMO level   0.5 eV
Kohn-Sham gap   10.32 eV

Results of the Löwdin charge analysis, in e, for atoms 1 through 2: C -0.048; N -0.022

Stability ranking, top and bottom: version D is the most stable and version A is the least stable.